ORCA calculation (ωB97M-V with the def2-TZVPD basis set) on C35H38N6OSiZn as an isolated structure in a non-equilibrium geometry.

## Properties
- Charge: +2
- Energy relative to the best compared isomer or geometry (same formula, charge and spin): 0.00 kcal per mole

Geometry as XYZ:
```
82
C35H38N6OSiZn ωB97M-V with the def2-TZVPD basis set
Zn -0.05078 0.20823 -1.13818
C 1.99512 -0.77632 1.04789
Si 0.90101 -0.09043 2.60687
C 0.07582 1.41045 1.77077
N -0.92177 1.24796 0.67457
C -2.06173 0.40302 1.15419
C -3.37967 0.82906 0.52404
C -3.78181 2.21223 1.05611
C -2.53202 3.09795 1.24277
C -1.42352 2.61525 0.31583
C -0.11849 -1.44364 3.36426
C 0.21415 -2.79277 3.20996
C -0.47129 -3.77091 3.91289
C -1.48952 -3.41757 4.78622
C -1.82592 -2.08108 4.95779
C -1.14729 -1.10375 4.25097
C 2.26615 0.53588 3.71547
C 2.92615 1.74433 3.46995
C 3.92618 2.18929 4.31841
C 4.28524 1.42991 5.42416
C 3.64303 0.22736 5.67955
C 2.63742 -0.21500 4.83411
H 2.60184 -1.60532 1.41414
H 2.55429 0.10812 0.75236
H 0.90050 2.00919 1.37374
H -0.36737 2.01498 2.57307
H -2.15541 0.49640 2.24083
H -1.83329 -0.64522 0.93990
H -4.14650 0.09143 0.76041
H -3.27727 0.85183 -0.56530
H -4.29656 2.09761 2.01018
H -4.48117 2.68609 0.36756
H -2.20131 3.08666 2.28286
H -2.75752 4.13816 1.01027
H -0.57432 3.29904 0.31381
H -1.82222 2.58422 -0.69599
H 1.00564 -3.09094 2.53269
H -0.20697 -4.81212 3.78328
H -2.01825 -4.18241 5.33951
H -2.60733 -1.80539 5.65337
H -1.40994 -0.06129 4.40418
H 2.66433 2.35226 2.61050
H 4.42147 3.13032 4.11848
H 5.06565 1.77731 6.08804
H 3.91736 -0.36726 6.54066
H 2.13146 -1.15093 5.04442
C 3.74882 0.53540 -3.46733
C 2.77589 0.75372 -2.49204
N 1.65327 0.05976 -2.42151
C 1.43493 -0.92746 -3.32352
C 2.36834 -1.23109 -4.33145
C 3.54101 -0.45704 -4.39209
C 2.11677 -2.30423 -5.24363
C 0.99685 -3.04970 -5.13634
C 0.03423 -2.78252 -4.11182
C -1.11401 -3.57786 -3.94381
C -1.97744 -3.30599 -2.91264
C -1.71146 -2.21811 -2.08169
N -0.66478 -1.42906 -2.24194
C 0.22804 -1.71287 -3.21993
H 4.64486 1.13899 -3.48089
H 2.91831 1.52062 -1.73865
H 4.26769 -0.66199 -5.16804
H 2.84979 -2.50832 -6.01325
H 0.80447 -3.87284 -5.81222
H -1.29453 -4.40095 -4.62347
H -2.85246 -3.91408 -2.73288
H -2.37599 -1.98239 -1.25851
O 0.61711 -2.26268 0.13728
N 0.98771 -1.10624 0.17066
C -2.86128 0.63458 -3.53033
C -1.77113 1.63390 -3.37802
N -0.79427 1.64323 -2.48452
C -0.03133 2.77056 -2.74034
C -0.54825 3.43342 -3.80251
N -1.64321 2.70298 -4.18915
H -3.05785 0.12927 -2.58925
H -2.59797 -0.12267 -4.27254
H -3.77866 1.12021 -3.86153
H 0.82467 3.01768 -2.13660
H -0.25310 4.34454 -4.29260
H -2.25857 2.92705 -4.95444
```

=====

ORCA calculation (ωB97M-V with the def2-TZVPD basis set) on C17H38AlCl24N2 as an isolated structure in a non-equilibrium geometry.

## Properties
- Charge: -1
- Energy relative to the best compared isomer or geometry (same formula, charge and spin): 31.95 kcal per mole

Geometry as XYZ:
```
82
C17H38AlCl24N2 ωB97M-V with the def2-TZVPD basis set
C 1.28484 3.41944 2.74015
C 0.15757 2.29934 2.73825
Al -0.39443 1.86959 0.79942
N -1.31169 3.46729 0.15682
C 1.30647 1.70393 -0.32877
C 1.13181 1.05129 -1.73177
C 2.33588 0.22127 -2.30954
N 0.11120 1.14764 -2.50533
H 0.95157 4.33627 2.19128
H 1.49861 3.75500 3.79523
H 2.21686 3.06948 2.23586
H 0.54889 1.40089 3.27964
H -0.72769 2.76074 3.27640
H -1.39953 0.63634 0.70696
H -1.98007 3.74566 0.87983
H -0.55525 4.15777 0.11788
H 2.01570 1.04820 0.22791
H 1.78079 2.70635 -0.49721
H 2.95195 0.97137 -2.87325
H 2.98593 -0.19912 -1.51694
H 2.00673 -0.54594 -3.04608
H -0.57222 1.73200 -2.01482
C 2.25377 0.21612 -6.16356
Cl 3.86117 0.61445 -5.54235
Cl 2.26703 -1.32649 -7.02768
H 1.55727 0.14898 -5.32976
H 1.93822 0.99830 -6.84528
C 1.69502 -1.99962 2.14272
Cl 0.05775 -1.67826 1.54928
Cl 2.94051 -1.29353 1.11033
H 1.79160 -1.58166 3.14102
H 1.84815 -3.07429 2.17668
C -0.71282 2.28644 6.53612
Cl 0.03505 0.71437 6.21816
Cl -2.19934 2.49978 5.60284
H -0.94967 2.35623 7.58816
H -0.01274 3.07074 6.25925
C 0.25237 0.38228 10.11385
Cl 0.78803 1.83898 9.26996
Cl -0.83432 -0.58689 9.11070
H 1.12282 -0.21634 10.36534
H -0.27048 0.67397 11.01978
C -3.05629 2.82456 -4.14826
Cl -2.78696 2.81569 -2.40428
Cl -3.33998 4.46589 -4.75440
H -2.17683 2.41726 -4.63993
H -3.92442 2.21246 -4.37717
C -0.60916 -3.84879 -5.68468
Cl -2.20707 -4.39112 -5.14995
Cl -0.35530 -2.14296 -5.30810
H 0.15076 -4.43822 -5.17973
H -0.53257 -3.98980 -6.75888
C -1.22881 -5.03420 1.75501
Cl -2.79129 -5.68823 2.25917
Cl -0.14483 -4.81820 3.13383
H -0.77191 -5.72482 1.05190
H -1.38406 -4.06937 1.27976
C -4.53408 -0.63993 8.50949
Cl -3.98678 0.78644 7.62272
Cl -5.60176 -1.64596 7.52203
H -3.66780 -1.22708 8.79908
H -5.07533 -0.31852 9.39474
C -4.11345 -5.74839 -2.30242
Cl -5.65991 -5.74529 -1.44538
Cl -2.77667 -5.33842 -1.22379
H -3.94160 -6.73870 -2.71351
H -4.15375 -5.01658 -3.10345
C 4.90003 4.93818 1.92683
Cl 5.63839 3.36411 1.60365
Cl 3.42006 5.16085 0.99212
H 4.65909 5.00216 2.98421
H 5.60650 5.71860 1.65951
C 0.98091 -6.51531 -8.79237
Cl -0.61237 -7.05895 -8.25333
Cl 1.23787 -4.80755 -8.41946
H 1.74227 -7.10294 -8.28810
H 1.05602 -6.65536 -9.86656
C 1.29273 4.00443 -4.91996
Cl 1.82040 5.47189 -5.75579
Cl 0.24498 3.01894 -5.94758
H 2.16714 3.41999 -4.64806
H 0.74251 4.28488 -4.02638
```

=====

ORCA calculation (ωB97M-V with the def2-TZVPD basis set) on C7H12N2 as an isolated structure in a non-equilibrium geometry.

## Properties
- Charge: 0
- Energy relative to the best compared isomer or geometry (same formula, charge and spin): 194.48 kcal per mole

Geometry as XYZ:
```
21
C7H12N2 ωB97M-V with the def2-TZVPD basis set
C 2.42285 -0.78765 -0.45644
C 0.97574 -0.13694 -0.13847
C 0.59334 1.32803 -0.41484
C -1.01245 1.47005 -0.64574
C -1.80867 0.20605 -0.18678
C -1.28192 -0.46821 1.09393
C -0.18315 -0.95753 0.04288
H 2.40676 -2.23995 -0.94443
H 3.18825 -0.18350 -0.93125
H 3.08215 -0.64008 0.79130
H 1.65278 1.47040 1.17760
H 1.11457 2.10480 -0.93330
H -1.47625 2.27297 0.03736
H -1.00372 1.52603 -1.74386
H -2.88400 0.56947 0.04350
H -1.21803 -0.01002 2.20623
H -1.66050 -1.50742 1.23262
H 0.00662 -2.08501 0.45047
H -2.32265 -1.78661 -0.62727
N 0.89051 0.92765 0.88893
N -1.48224 -1.07251 -0.94247
```